Entry 1:
A structure of composition C7H12. Source: the OMol25 dataset; level of theory: the ωB97M-V functional and the def2-TZVPD basis.

Calculated values
- Lowest unoccupied orbital energy: 0.58 eV
- Frontier orbital gap: 9.78 eV

Geometry as XYZ:
```
19
Properties=species:S:1:pos:R:3:forces:R:3:lowdin_charge:R:1
C -0.654594 -1.094231 -0.269962 0.21 -0.16 0.42 -0.001
H 2.704730 -2.774796 0.057392 0.06 -0.03 -0.09 0.028
C -1.399982 0.059165 -0.780168 -0.08 0.02 -0.01 -0.333
H -2.463300 -0.020871 -0.526936 0.13 0.03 -0.03 0.141
H 1.906262 -0.358405 2.345533 -0.10 0.09 -0.11 0.079
C -0.630063 0.944208 0.258575 0.02 0.18 0.01 -0.108
H 2.097086 0.382904 0.746517 -0.11 -0.04 0.10 0.082
C -0.007907 -1.579157 0.687227 -0.38 0.09 -0.46 -0.030
H -1.274879 1.673542 0.758429 0.09 -0.09 -0.06 0.117
H 0.159293 1.488165 -0.272796 -0.12 -0.09 0.07 0.114
C 0.042225 -0.076446 1.271281 0.06 0.31 0.25 -0.366
H -1.717208 1.434472 -2.405137 0.08 -0.13 0.01 0.082
H -0.169020 0.565144 -2.492372 -0.14 -0.03 0.05 0.084
H -0.567473 -0.136975 2.178399 0.05 -0.03 -0.16 0.127
H -1.682490 -0.262661 -2.911601 0.06 0.10 0.10 0.079
C -1.228788 0.468869 -2.235701 0.01 0.00 -0.04 -0.068
C 1.458975 0.343160 1.636105 0.00 -0.04 -0.02 -0.092
H 1.445180 1.344263 2.089353 -0.03 -0.13 -0.09 0.082
H 1.983302 -2.596573 -0.008393 0.17 -0.06 0.06 -0.019
```
Forces are in eV/Å.


Entry 2:
A cluster of 2 separate species, C4H12 in total at a distorted geometry. Source: the OMol25 dataset; level of theory: the ωB97M-V functional and the def2-TZVPD basis.

Calculated values
- Multiplicity: 2
- Lowest unoccupied orbital energy (spin up / spin down): -2.98 / -11.16 eV
- Frontier orbital gap (spin up / spin down): 13.23 / 4.03 eV
- Net charge: +1

Geometry as XYZ:
```
16
Properties=species:S:1:pos:R:3:forces:R:3:mulliken_spin:R:1
C -2.354143 -0.697146 1.218492 -0.36 2.71 2.72 0.044
H -2.836093 0.262748 1.750193 0.99 -2.11 -0.64 0.027
H 2.370037 0.176009 0.537445 -0.05 -0.31 0.55 0.069
C -1.093029 -0.249310 0.492552 -0.36 -1.94 2.07 0.053
H 1.199908 1.417426 -2.032699 0.10 1.18 -1.46 0.050
C 2.367926 0.186018 -0.558619 -0.79 1.85 0.05 0.199
H -1.144307 -0.542621 -0.527455 0.32 -0.48 -1.00 0.021
H -2.131987 -1.440903 2.092680 -0.20 1.24 -1.13 0.075
H -0.314290 -0.976668 1.042618 -0.26 1.82 -1.30 0.091
H 0.682485 -0.137149 -1.608793 -1.20 -1.98 -1.59 0.031
H -3.161544 -1.118188 0.680793 -0.42 -0.65 -1.04 0.003
H 0.338777 1.234573 -0.544966 1.01 0.19 0.04 0.055
H 3.096237 1.089909 -0.511690 -0.59 -0.31 -0.29 0.153
H 2.864593 -0.711405 -0.929069 -0.60 0.12 -0.24 -0.003
C 1.059370 0.745554 -1.240693 2.33 -0.51 2.58 0.094
H -0.844558 0.835576 0.580553 0.07 -0.82 0.68 0.035
```
Forces are in eV/Å.


Entry 3:
An isolated molecule of C2H4N2 at a distorted geometry. Source: the OMol25 dataset; level of theory: the ωB97M-V functional and the def2-TZVPD basis.

Calculated values
- Lowest unoccupied orbital energy: 0.68 eV
- Frontier orbital gap: 9.78 eV
- SMILES: [H]/N=C/N=C

Geometry as XYZ:
```
8
Properties=species:S:1:pos:R:3:forces:R:3:lowdin_charge:R:1
H -0.467468 0.563559 -1.850477 -0.56 0.80 -0.49 0.079
C 0.216286 -0.571521 0.721406 -2.63 -1.44 -0.59 -0.374
C -0.644413 1.162855 -0.945362 1.31 -2.94 1.21 0.003
N 1.377121 -1.062247 0.562591 -0.58 2.19 -0.92 0.080
H -0.773737 -0.946101 1.274062 2.45 -0.08 -0.43 0.151
N -0.292107 0.529733 0.108608 -0.16 3.15 -0.05 -0.023
H 1.651788 -1.854840 1.067677 -0.16 -1.19 1.16 0.008
H -1.067470 2.178562 -0.938505 0.32 -0.49 0.11 0.077
```
Forces are in eV/Å.